No. 1
Entry from the Open Molecules 2025 dataset: 5 unconnected molecules or ions with the total composition C28H50BClO16P (ωB97M-V/def2-TZVPD).

Cartesian coordinates (Å):
C1 3.26672 3.68414 -0.68194
C2 1.90922 2.95949 -1.33725
C3 0.66526 4.01926 -0.98942
C4 -0.61716 3.69848 -1.99729
O1 -1.11296 5.09364 -2.24203
B1 -1.86872 5.47416 -0.99807
P1 -3.18818 6.75402 -1.53431
O2 -3.27157 6.73927 -3.30682
Cl1 -2.53152 8.77526 -1.11472
O3 -2.28816 4.17898 -0.40660
C5 -1.98542 3.03753 -1.29806
C6 -1.55480 1.59118 -0.64891
C7 -2.35276 1.19867 0.73804
O4 -1.34242 1.01227 1.81899
C8 -2.92036 2.75500 -2.61358
C9 -4.43904 3.36511 -2.53972
C10 -5.24241 3.07823 -1.14085
C11 -6.22516 4.38303 -0.78365
C12 -6.24424 1.75199 -1.19834
H1 3.89871 2.88768 -0.06552
H2 3.93319 4.20681 -1.50437
H3 2.87702 4.46097 0.13639
H4 2.01104 2.76250 -2.48724
H5 1.76672 1.94939 -0.73800
H6 1.11471 5.09083 -1.12633
H7 0.34635 3.77407 0.12666
H8 -0.28311 3.24135 -3.04358
H9 -1.12345 6.10467 -0.30248
H10 -2.42066 7.16924 -3.67157
H11 -1.74712 0.68231 -1.39854
H12 -0.39380 1.51208 -0.38297
H13 -3.09358 2.01744 1.12513
H14 -2.84986 0.13088 0.59210
H15 -0.83793 0.15385 1.69480
H16 -3.02999 1.60802 -2.89879
H17 -2.40823 3.25614 -3.56857
H18 -4.52289 4.51090 -2.77666
H19 -5.05894 2.81379 -3.39712
H20 -4.56851 2.92819 -0.19631
H21 -5.50622 5.27738 -0.49154
H22 -6.96788 4.64730 -1.64847
H23 -6.81688 4.07329 0.20571
H24 -7.01856 1.77108 -0.29003
H25 -6.86718 1.70051 -2.18799
H26 -5.62423 0.74502 -1.05821
C13 1.09208 -2.08123 5.33867
C14 0.76193 -2.48658 3.91612
C15 1.95634 -2.94886 3.13860
O5 1.59941 -2.63394 1.80536
C16 0.74700 -1.56836 1.88049
O6 0.41053 -0.88783 0.92556
O7 0.32106 -1.36825 3.16300
H27 1.70268 -1.17174 5.35986
H28 0.17328 -1.85244 5.88931
H29 1.62203 -2.87904 5.86702
H30 -0.03707 -3.23684 3.90936
H31 2.13280 -4.02222 3.25033
H32 2.87666 -2.40871 3.38819
C17 7.14635 -1.35837 5.53260
C18 6.18278 -2.46321 5.91709
C19 6.74397 -3.83739 5.71326
O8 5.58401 -4.61468 5.48000
C20 4.66173 -3.76813 4.93182
O9 3.62616 -4.13090 4.39872
O10 5.05121 -2.46515 5.06167
H33 7.31747 -1.34076 4.45054
H34 6.72678 -0.38189 5.79753
H35 8.10669 -1.47208 6.04380
H36 5.83088 -2.32118 6.94536
H37 7.28339 -4.19885 6.59309
H38 7.39734 -3.91759 4.83706
C21 -4.46064 -3.08718 -3.43215
C22 -4.59377 -2.14009 -4.60784
C23 -3.27609 -1.65902 -5.13428
O11 -3.60429 -0.39697 -5.68529
C24 -4.67886 0.06094 -4.97581
O12 -5.09545 1.20664 -5.02099
O13 -5.22452 -0.93241 -4.21303
H39 -4.07460 -2.56869 -2.54750
H40 -5.44236 -3.48646 -3.15550
H41 -3.80072 -3.92651 -3.66996
H42 -5.19988 -2.59702 -5.39851
H43 -2.86918 -2.32383 -5.90122
H44 -2.52089 -1.51112 -4.35398
C25 3.15891 -3.74515 -0.12824
C26 4.36606 -4.41774 -0.75064
C27 4.00694 -5.46300 -1.76222
O14 5.10964 -6.34847 -1.69815
C28 5.60756 -6.24605 -0.42956
O15 6.41625 -7.01928 0.05661
O16 5.08267 -5.16455 0.21939
H45 2.59813 -4.44325 0.50315
H46 3.47765 -2.92377 0.52252
H47 2.49029 -3.34028 -0.89343
H48 5.04539 -3.66762 -1.17156
H49 3.90093 -5.04666 -2.76779
H50 3.09832 -6.02162 -1.51040

Forces on atoms 1 to 3 (eV/Å):
C -0.36 -0.53 0.51
C 0.36 0.90 1.45
C 0.45 -2.81 -0.46

The value obtained for the gap between HOMO and LUMO is 4.9 eV. As for the total charge: -1. Its LUMO energy is 1.4 eV.



No. 2
Entry from the Open Molecules 2025 dataset: a molecular structure, C28H50BF4IN5PPdS (ωB97M-V/def2-TZVPD).

Cartesian coordinates (Å):
Pd1 -1.40844 -0.30259 0.30845
F1 -2.82323 -0.82873 1.88878
B1 -3.89091 -1.83690 1.67287
F2 -4.98378 -1.43497 2.39693
F3 -3.37187 -3.05391 2.10336
F4 -4.12256 -1.83992 0.29389
S1 -0.46152 -4.68122 1.39420
C1 -1.51477 -4.59426 0.05350
C2 -1.63859 -3.31150 -0.35337
N1 -0.88411 -2.40859 0.36331
C3 -0.22849 -3.00682 1.32001
H1 -2.02068 -5.46108 -0.33510
H2 -2.28104 -2.95856 -1.14405
H3 0.40736 -2.47452 2.00890
C4 3.38518 -2.50315 -2.18729
C5 1.99885 -3.12830 -2.30063
C6 0.92244 -2.03846 -2.44773
C7 1.32274 -0.74758 -1.71070
C8 2.15914 -1.07485 -0.47051
C9 3.50239 -1.70401 -0.88117
P1 -0.08714 0.38231 -1.36145
C10 -1.04545 0.54427 -2.91573
C11 -0.22303 0.77785 -4.20147
C12 -1.02661 0.37850 -5.44818
C13 -2.49889 0.73108 -5.26491
C14 -3.12630 -0.12300 -4.14790
C15 -2.08136 -0.57268 -3.11536
C16 0.66835 2.04175 -1.12315
C17 1.06518 2.30911 0.33397
C18 1.39463 3.78959 0.51576
C19 2.48718 4.26299 -0.47346
C20 2.95528 3.13745 -1.39415
C21 1.77644 2.48431 -2.11588
H4 3.54702 -1.84826 -3.04937
H5 4.16563 -3.26386 -2.23278
H6 1.79899 -3.73437 -1.41052
H7 1.94846 -3.80754 -3.15293
H8 -0.02173 -2.41711 -2.06740
H9 0.76259 -1.81716 -3.50578
H10 1.97125 -0.17431 -2.37980
H11 1.60136 -1.76672 0.15698
H12 2.33594 -0.18900 0.13871
H13 3.83853 -2.36554 -0.07887
H14 4.26709 -0.93056 -0.98461
H15 -1.62365 1.45225 -2.71521
H16 0.71931 0.22478 -4.18339
H17 0.04023 1.83539 -4.26649
H18 -0.93185 -0.69684 -5.62786
H19 -0.60827 0.87596 -6.32492
H20 -3.05072 0.59665 -6.19607
H21 -2.57509 1.79350 -5.01296
H22 -3.60912 -1.00547 -4.57288
H23 -3.90868 0.44768 -3.64297
H24 -1.58576 -1.48534 -3.45457
H25 -2.57544 -0.80630 -2.16920
H26 -0.19231 2.69043 -1.29368
H27 1.92257 1.70477 0.63638
H28 0.23403 2.02503 0.98095
H29 1.70704 3.96763 1.54682
H30 0.47686 4.36368 0.36844
H31 3.34142 4.67134 0.06862
H32 2.09928 5.07725 -1.09088
H33 3.50040 2.38326 -0.81849
H34 3.66041 3.52503 -2.13211
H35 2.14529 1.66291 -2.73038
H36 1.35081 3.20807 -2.81553
I1 -2.73121 3.20026 -0.77357
C22 -2.57320 1.34214 0.30038
H37 -2.58379 1.67682 1.33477
H38 -3.53067 0.86661 0.08503
C23 1.12794 0.01499 3.39713
N2 -0.31646 -0.17092 3.23556
C24 -0.76642 -1.16057 4.23040
N3 -0.44296 -0.75457 5.59960
C25 1.00382 -0.56187 5.69362
N4 1.49648 0.44534 4.74699
C26 0.79297 1.70438 5.02128
N5 -0.65972 1.56448 4.91441
C27 -0.97889 1.10214 3.56297
C28 -1.09361 0.53179 5.85951
H39 1.47041 0.76565 2.68206
H40 1.64114 -0.92784 3.18091
H41 -0.28099 -2.11989 4.03692
H42 -1.84253 -1.29588 4.12961
H43 1.50383 -1.51181 5.49108
H44 1.25559 -0.24555 6.70788
H45 1.13017 2.45999 4.30778
H46 1.04616 2.03813 6.02928
H47 -0.66374 1.86539 2.84873
H48 -2.05676 0.96044 3.47692
H49 -2.17416 0.40636 5.77727
H50 -0.85170 0.85314 6.87447

Forces on atoms 1 to 3 (eV/Å):
Pd -0.05 0.01 -0.43
F -0.02 -0.02 0.09
B 0.06 -0.01 0.01

The energy above the lowest of the compared OMol25 structures with the same formula, charge and spin comes out at 0.000 eV. The value obtained for the gap between HOMO and LUMO is 8.7 eV. As for the total charge: 0. Its LUMO energy is 0.2 eV.